# C4H7NO

An isolated molecule of C4H7NO in a non-equilibrium geometry (the ωB97M-V functional and the def2-TZVPD basis, OMol25).

* relative energy (zero: lowest compared OMol25 entry of this formula, charge and spin): 37.6 kcal per mole
* calculated total energy: -286.5717 Ha
* Kohn-Sham gap: 10.099 eV
* structure (SMILES): CN1CCC1=O
* HOMO energy: -9.232 eV

Last column: Mulliken charge in e.
Geometry (Å):
C  -1.77  0.46  -0.20  -0.8356
N  -0.40  0.07  0.01  0.1336
C  0.39  -1.14  -0.11  -0.5009
C  1.70  -0.11  0.07  -0.4340
C  0.61  0.94  0.19  0.3630
O  0.60  2.12  0.44  -0.6555
H  -2.02  1.16  0.61  0.2895
H  -1.87  1.00  -1.15  0.2761
H  -2.45  -0.39  -0.18  0.3545
H  0.00  -1.77  -0.94  0.3112
H  0.39  -1.81  0.76  0.2062
H  2.25  -0.12  1.02  0.2336
H  2.44  0.13  -0.71  0.2583